The following is a quantum chemistry calculation of C2H4FNS in the gas phase, from the OMol25 dataset.

Each line ends with the natural charge from an NBO analysis.
Element x y z (Å)
F: 2.08 -1.10 0.23  -0.353
C: 0.83 -0.61 0.37  -0.038
C: 0.11 -0.15 -0.91  0.063
N: -1.01 0.41 -0.73  -0.564
S: -1.48 0.90 0.81  0.151
H: 0.85 0.33 1.04  0.193
H: 0.30 -1.48 0.94  0.186
H: 0.45 -0.43 -1.95  0.207
H: -2.12 2.13 0.21  0.154

As for the net charge: 0. As for the SMILES: FC/C=N\S. The calculation puts the LUMO energy at 0.65 eV. The value obtained for the molar mass is 93.13 g/mol.

The following is a quantum chemistry calculation of 2 unconnected molecules or ions with the total composition C4H8N2, from the OMol25 dataset.

Each line ends with the natural charge from an NBO analysis.
Element x y z (Å)
C: -0.75 1.12 -0.79  -0.709
C: 0.01 -0.05 -0.22  0.484
C: 1.48 0.10 0.09  -0.691
N: -0.38 -1.28 -0.59  -0.748
C: -0.86 -0.12 1.80  -0.081
N: -0.83 -0.99 2.59  -0.541
H: -1.41 1.39 0.03  0.288
H: -1.35 0.86 -1.67  0.228
H: -0.10 1.97 -1.02  0.232
H: 2.09 -0.16 -0.78  0.240
H: 1.74 -0.56 0.92  0.255
H: 1.70 1.13 0.37  0.239
H: 0.04 -2.03 -0.05  0.406
H: -1.38 -1.40 -0.69  0.400

As for the net charge: 0. The calculation puts the LUMO energy at -0.08 eV. The value obtained for the molar mass is 84.12 g/mol.

We obtain DFT total energy values of -17179.596, -7255.814 eV for the records listed above, in that order.
We obtain HOMO-LUMO gap values of 9.9, 9.5 eV for the records listed above, in that order.